Here is a 5-piece molecular cluster, C23H57N4O10 overall in a non-equilibrium geometry from the Open Molecules 2025 dataset. Energies are from ωB97M-V/def2-TZVPD.

Results
HOMO = -3.11 eV
Net charge = -1
Energy relative to the best compared isomer or geometry (same formula, charge and spin) = 1.4098 eV

Each line ends with the Löwdin charge.
Cartesian coordinates (Å):
C 18.9587 8.8514 25.6569  -0.122
C 19.3444 8.5153 18.1349  -0.426
H 15.5265 1.2836 24.8203  0.074
H 22.1116 -5.8103 19.1945  0.079
O 21.6816 1.4357 21.9801  0.054
H 25.1356 -3.3470 22.1976  0.099
C 23.0799 -6.3106 19.2119  -0.124
C 14.7857 3.8706 25.2463  -0.156
H 17.4032 8.1148 17.9327  0.063
C 20.2349 9.3863 19.0801  -0.052
O 23.9971 4.2235 27.7553  -0.156
N 24.9956 -2.6188 21.5118  -0.071
H 19.2789 9.4515 24.8052  0.082
C 26.3978 -0.8241 20.2363  -0.245
H 21.9230 5.4116 19.0704  0.094
H 24.8832 4.4953 25.3782  0.115
O 18.2088 7.7481 25.2200  -0.166
O 24.0605 -5.3051 19.3132  -0.189
H 25.9821 5.8566 25.6975  0.110
O 15.9450 3.1247 25.7461  -0.193
H 21.1999 9.5099 18.5886  0.068
H 19.9206 10.4140 19.2620  0.064
H 15.3997 6.3588 25.5356  0.097
H 23.3329 2.3249 27.8338  0.099
C 27.7632 -0.7611 18.2407  -0.104
C 17.0514 8.1824 24.5516  -0.250
C 24.2592 2.8455 27.5911  -0.091
H 26.0696 -0.9981 22.3898  0.113
H 24.4968 10.4090 23.2653  0.079
C 19.8294 7.0522 18.1331  -0.265
O 24.9597 8.8157 24.5980  -0.204
H 22.2269 5.1954 17.3237  0.083
O 21.1976 6.9645 17.9423  -0.164
H 17.3501 8.8373 23.7331  0.120
H 26.7837 0.1531 20.5266  0.117
O 27.3168 -1.4281 19.4019  -0.198
H 14.0277 3.1579 24.9211  0.106
H 16.2977 8.6060 25.2153  0.122
H 17.6765 9.5714 18.2804  0.064
C 23.9230 6.5025 24.1620  -0.198
H 19.8577 8.5309 26.1834  0.090
H 25.9468 -4.0230 20.2779  0.122
C 26.1527 -1.6483 21.5190  -0.143
H 22.9742 6.8997 23.8012  0.101
H 26.0652 4.5136 27.4737  0.110
C 16.3150 1.9813 25.1023  -0.156
H 19.4541 6.5541 19.0270  0.131
H 19.3142 6.5082 17.3414  0.118
C 25.0255 -3.4432 20.3338  -0.248
H 26.9573 -2.3739 21.6384  0.109
O 21.3981 1.4244 24.2238  -0.101
H 24.3468 7.2485 25.9880  0.084
O 20.3389 2.8366 23.0787  -0.087
H 22.9572 -3.6894 19.9701  0.126
N 15.9551 5.9273 24.8107  -0.071
H 20.2804 8.8763 20.0424  0.083
C 25.0109 5.4229 25.9360  -0.229
H 25.4718 -0.6113 19.7021  0.124
C 16.4680 6.9759 23.8802  -0.205
H 23.8803 5.5522 23.6299  0.130
N 23.9617 6.3842 25.6345  -0.028
C 24.8627 7.6396 23.6988  -0.189
H 19.3101 8.8898 17.1118  0.125
H 18.3698 9.4018 26.3907  0.081
H 25.2249 5.8628 28.0239  0.117
H 27.0752 -0.0400 17.7993  0.083
H 14.4312 5.3469 23.5869  0.098
C 23.7774 -4.3285 20.2971  -0.219
H 28.6312 -0.1579 18.5069  0.081
C 25.0809 4.9768 27.4056  -0.283
H 14.4454 4.4658 26.0936  0.107
H 15.5974 7.3052 23.3130  0.101
H 15.8897 4.3469 23.3871  0.118
H 25.3585 10.8660 24.6599  0.078
H 26.2327 9.9541 23.4136  0.080
H 24.9278 -2.8583 19.4193  0.116
H 23.1163 -6.9432 18.3250  0.084
C 25.2809 10.0557 23.9350  -0.107
H 17.0423 1.4630 25.7272  0.097
H 24.4783 7.8605 22.7030  0.112
H 23.0185 -6.9347 20.1034  0.081
H 28.0181 -1.4536 17.4385  0.085
H 17.1150 6.4828 23.1548  0.129
N 17.9645 8.6506 18.5792  0.014
H 20.6741 4.8725 18.0666  0.083
H 16.7890 2.2280 24.1523  0.086
C 21.5198 5.5602 18.0687  -0.082
H 23.5277 -4.7078 21.2880  0.121
H 24.6719 2.6160 26.6086  0.088
C 21.1395 1.8874 23.0944  -0.948
H 25.8068 7.1024 23.6094  0.103
H 25.0109 2.5648 28.3289  0.077
C 15.2468 4.8482 24.1106  -0.193
H 22.1495 0.6292 22.2088  0.087

Here is a 9-piece molecular cluster, C23H57N4O20P5 overall in a non-equilibrium geometry from the Open Molecules 2025 dataset. Energies are from ωB97M-V/def2-TZVPD.

Results
HOMO = -10.54 eV
SMILES string = COP(=O)(OC)OC.COP(=O)(OC)OC.COP(=O)(OC)OC.COP(=O)(OC)OC.COP(=O)(OC)OC.CC#N.CC#N.CC#N.CC#N

Each line ends with the Löwdin charge.
Cartesian coordinates (Å):
H -3.1550 -3.9392 -0.6686  0.090
H 4.1892 1.5090 3.6540  0.086
P 1.4839 -0.3690 0.2644  0.488
P -0.3263 -3.2225 5.0254  0.475
H 1.4935 2.5363 -0.2986  0.073
H 5.4883 -1.3795 3.2938  0.095
O -5.1903 -2.1584 -0.6902  -0.215
H -3.5372 2.6328 -2.9802  0.099
P -3.8153 4.6936 -0.9600  0.554
H 1.3088 -2.2195 2.2511  0.063
H 5.0530 -0.9849 1.5214  0.073
O 2.0765 3.2378 -2.6352  -0.231
H -4.9299 7.3528 -2.8177  0.090
O -2.4798 3.7912 -1.4573  -0.235
P -3.8305 -1.3282 -0.5785  0.420
H -0.8343 5.7433 -2.7837  0.074
H 1.7407 -3.1912 6.7330  0.083
H -6.0429 -1.3856 1.0962  0.090
C -2.2156 -2.3942 6.7920  -0.085
H 2.7836 -3.7737 5.3447  0.083
O 0.1903 4.3678 -3.8940  -0.240
H 3.2089 2.3961 2.6216  0.084
N 0.2989 -8.1854 1.9489  0.116
C -4.6919 7.0995 -1.7846  -0.131
H -2.3198 1.7778 -2.0028  0.070
H -2.3269 -1.5466 6.1157  0.080
O 0.5597 0.6929 -0.6179  -0.232
O 0.9197 -4.3201 5.1888  -0.250
O 0.0087 -1.8367 4.6133  -0.240
P 1.7217 3.8500 -4.1077  0.484
H 3.9353 -0.6316 2.8890  0.053
H -0.6873 6.1321 -4.4786  0.093
C -1.7949 -5.1978 3.9767  -0.108
H -2.5706 6.8634 1.4525  0.088
H -4.3970 7.9823 -1.2173  0.086
H -7.1435 -2.1316 0.0696  0.087
H -1.8548 -1.9900 7.7378  0.093
H -3.2371 -2.7628 6.6983  0.088
C 2.1632 -1.1870 -2.1650  -0.112
O 2.5581 -0.7297 -0.8892  -0.217
H -2.8254 -5.2193 3.6224  0.086
H 3.3258 1.6438 -2.0412  0.065
H 0.8154 -3.6052 1.1275  0.077
H -1.8179 6.4395 -0.0380  0.077
H -0.1363 1.8048 -4.0617  0.067
H -0.3338 -2.5897 1.8185  0.067
C 2.0060 -4.0144 6.0696  -0.092
C 3.3755 2.6230 -2.5175  -0.104
C -1.7304 -1.3454 -2.1379  -0.120
C 3.9429 0.2118 -5.6036  -0.268
C -0.1547 5.6942 -3.6344  -0.107
H -5.6028 6.7313 -1.3125  0.084
C -2.2748 6.0041 0.8507  -0.083
O -3.3874 5.1402 0.5284  -0.224
H 2.1098 -0.2647 -6.5919  0.074
O 2.0369 0.0652 1.5593  -0.219
H 2.4761 -0.5104 -2.9602  0.056
C 4.7282 -1.2815 2.5187  -0.080
N 5.1715 1.3096 0.5111  0.145
O -1.3293 -3.8851 3.9647  -0.237
H -6.0409 -3.1816 0.9298  0.086
C 4.7803 1.7498 1.5846  -0.271
C 2.2717 -6.5200 1.4997  -0.084
H 0.2634 2.2217 0.8915  0.092
H 3.9032 2.4477 -3.4551  0.066
O -5.1516 4.0380 -1.1343  -0.245
C 1.1671 -7.4795 1.7494  -0.284
N 4.6768 0.1717 -4.7406  0.146
N 3.7660 -3.7362 2.2533  0.144
O 2.5954 4.9304 -4.5893  -0.224
H -0.1739 2.5513 -0.7996  0.075
C 4.2639 2.2182 2.8297  -0.079
C 0.5349 2.0398 -0.1483  -0.101
H -1.6519 -0.7099 -3.0201  0.086
C -2.7733 -3.5883 0.2902  -0.090
O 1.5647 2.5385 -5.0755  -0.243
H -1.1616 -5.6911 3.2393  0.081
C 0.5582 1.5495 -4.8621  -0.091
H 4.8096 3.1336 3.0586  0.091
H -1.8227 2.8709 -3.1552  0.053
H 2.3719 -2.1985 -2.5135  0.099
H -1.7846 -5.6633 4.9623  0.094
O -1.1742 -3.3260 6.4146  -0.245
C 3.0001 0.3428 -6.7543  -0.057
C -6.1116 -2.2276 0.4073  -0.089
C -2.6121 2.7438 -2.4145  -0.114
H 1.9146 -5.7457 0.8207  0.059
H -1.3511 -0.8040 -1.2712  0.060
H -1.7478 -3.9574 0.3081  0.082
H 1.0832 0.6945 -4.4362  0.071
H -3.3385 -4.0524 1.0984  0.086
O 0.5378 -1.6419 0.3378  -0.212
H 3.2194 -6.9537 1.1806  0.082
H -1.5085 5.4232 1.3640  0.087
H 2.6638 1.3699 -6.8959  0.073
H 4.0928 3.1510 -1.8893  0.086
H 3.6013 -0.0139 -7.5907  0.082
O -3.9663 0.0949 -0.1861  -0.225
O -2.9479 -2.1847 0.4296  -0.218
C 0.6836 -2.5658 1.4281  -0.087
H 0.7625 6.2698 -3.5090  0.085
O -3.6700 6.1407 -1.7822  -0.267
H 1.0801 -1.1058 -2.2561  0.054
H 0.0652 1.3319 -5.8097  0.102
H -1.0927 -2.2130 -2.3072  0.090
C 4.1713 -2.6076 2.4031  -0.237
H 2.1295 -4.8850 6.7138  0.092
H 2.4552 -6.0488 2.4654  0.048
O -3.1033 -1.6676 -1.9960  -0.219

Here is a 3-piece molecular cluster, C23H57NO5P3S overall in a non-equilibrium geometry from the Open Molecules 2025 dataset. Energies are from ωB97M-V/def2-TZVPD.

Results
HOMO = -4.21 eV
Net charge = -1
Energy relative to the best compared isomer or geometry (same formula, charge and spin) = 1.8824 eV

Each line ends with the Löwdin charge.
Cartesian coordinates (Å):
H -0.8274 0.6157 -0.9387  0.009
H 5.0037 8.3567 2.9626  0.073
H -0.6924 -4.0713 -2.1873  0.056
H -8.6530 -6.1256 -2.3401  0.101
H 0.8144 1.0754 -0.0026  0.025
C 0.1234 -0.6360 3.4616  -0.242
N 1.3547 -0.9185 4.2309  0.003
C 1.5983 1.8677 -4.1026  -0.100
H 1.8507 3.8043 -2.3226  0.061
H 1.1395 3.0268 -0.8927  0.059
H 0.9220 0.6637 2.0279  0.109
H -6.7715 -2.8105 -2.6474  0.064
O 4.3366 -0.5416 0.4000  -0.337
H -1.3537 -1.2058 -2.0949  0.083
H -6.4318 -6.4079 -1.3061  0.109
O 1.7054 -1.1535 0.0159  -0.366
P 3.5065 -0.3379 1.6584  0.602
O -0.4671 -0.4412 1.0214  -0.281
C -8.3598 -5.4778 -1.5082  -0.275
H 5.1831 -1.3659 2.5994  0.060
H 2.1981 -3.6461 0.5275  0.003
H -6.4952 -4.8666 0.5939  0.102
H 6.4664 3.8394 -1.1946  0.072
C -8.9683 -6.0306 -0.2243  -0.118
H -2.7037 -1.9418 0.9728  0.068
H 4.8309 3.4733 -0.6366  0.056
C 1.7987 -1.1617 1.4282  -0.606
H 3.7266 6.2337 0.1218  0.102
H -1.4722 -4.8961 -0.7571  0.067
H 5.9452 7.3828 0.2112  0.097
H -8.5901 -7.0340 -0.0153  0.073
C 1.7872 2.8439 -1.7807  -0.117
H -8.7484 -5.3939 0.6342  0.065
H -5.1655 -4.4965 -0.4742  0.094
H -6.4714 -5.0924 -2.4542  0.101
H 3.2226 -3.2690 2.5170  -0.029
O 4.3590 -0.9965 2.9222  -0.203
H -6.2925 -2.4688 0.3593  0.105
H 5.1989 5.3053 2.6343  0.101
C 5.1544 7.6196 0.9285  -0.274
H 6.3905 7.2884 2.6925  0.064
H 3.8202 1.7120 1.1562  0.044
C -2.7277 -2.2561 -0.0866  -0.082
H -0.0228 1.9485 -2.6378  0.103
C -6.2563 -4.4728 -0.3990  -0.225
H 0.1420 -2.1515 -2.1021  0.062
C -1.4545 -3.9886 -1.3934  -0.100
H 2.3232 2.7119 -4.1505  0.052
H -0.3364 0.3071 3.8295  0.113
C 5.7765 8.0718 2.2449  -0.118
H 5.2342 5.0986 -1.2083  0.068
H -0.6362 -1.4353 3.5237  0.078
H -7.8134 -2.9634 -0.3538  0.095
H -3.1316 -1.4925 -0.7719  0.072
H -6.6580 -1.2880 -1.7665  0.070
C 6.0153 4.6213 0.7694  -0.269
C 1.3783 0.2880 -2.0807  -0.274
H -0.6495 -2.9799 0.3481  0.048
H 6.4187 8.9405 2.0818  0.065
C 1.0571 1.7201 -2.6099  -0.438
H 6.4254 3.7364 1.2653  0.104
C -6.8332 -5.4020 -1.4693  -0.228
C 4.8511 5.1482 1.6085  -0.224
P 0.3260 -0.1921 -0.5315  0.584
H 4.0789 4.3743 1.6709  0.104
H 3.3944 6.7134 1.7676  0.110
H 4.5941 8.4568 0.5017  0.102
C -6.7274 -3.0208 -0.4789  -0.266
H 2.1517 0.9657 -4.4197  0.060
H -3.3540 -3.1704 -0.1319  0.039
H -10.0550 -6.0948 -0.3170  0.065
P 2.0239 -2.9934 1.7878  0.449
H 1.6282 -0.0533 4.6797  0.071
H 1.1750 -1.6381 4.9174  0.055
H 2.7480 2.4732 -1.3821  0.056
C -1.2699 -2.6736 -0.5089  -0.419
S 0.5507 -3.8791 2.7104  0.110
H -2.4483 -3.9136 -1.8923  0.058
C -0.5649 -1.6179 -1.4265  -0.263
H 0.7755 2.1405 -4.7901  0.059
H 2.4351 0.2723 -1.7378  0.077
H 1.2531 -0.4159 -2.9296  0.065
H -5.2399 -2.3331 -1.8971  0.061
H 6.8258 5.3559 0.7343  0.095
C 5.6090 4.2392 -0.6494  -0.101
H -8.7854 -4.4934 -1.7217  0.097
C 4.2039 6.4324 1.0858  -0.226
O 3.3784 1.2997 1.9034  -0.166
C -6.3247 -2.3280 -1.7753  -0.106
C 0.5424 -0.3894 1.9912  -0.424

Number 1: total energy -51204.0828 eV. Number 2: total energy -118137.5092 eV. Number 3: total energy -75206.9684 eV.